3 unconnected molecules or ions with the total composition CH2F2N2 at a distorted geometry, computed with ωB97M-V/def2-TZVPD.

XYZ file:
```
7
Properties=species:S:1:pos:R:3:forces:R:3:lowdin_charge:R:1
C -0.68345 -0.17420 0.06478 1.91 2.59 -1.17 -0.096
N -0.10030 -2.77782 0.59052 0.76 -0.57 0.44 0.152
N 0.10950 0.57847 -0.32556 -1.20 -1.48 0.70 0.079
F 0.96280 -3.25653 1.20222 -0.67 0.30 -0.39 -0.091
F 0.42148 3.57430 -0.96999 -0.58 1.46 -0.06 -0.074
H -1.51689 -0.70266 0.39563 -0.74 -0.74 0.38 0.028
H 0.80686 2.75845 -0.95760 0.51 -1.57 0.11 0.003
```
Forces are in eV/Å.

The largest force on an atom is 3.425 eV/Å. The HOMO energy (alpha / beta) is -11.30 / -11.37 eV. The energy above the lowest of the compared OMol25 structures with the same formula, charge and spin comes out at 110.52 kcal/mol. The calculation puts the HOMO-LUMO gap (alpha / beta) at 9.75 / 9.83 eV. As for the total energy: -348.34035 hartree. The calculation puts the LUMO energy (alpha / beta) at -1.5 / -1.5 eV.